99
Properties=species:S:1:pos:R:3:forces:R:3 method="wB97M-V/def2-TZVPD" lumo_ev=-0.9592 orbital_gap_ha=0.283 homo_ev=-8.7
C -0.875223 0.358752 3.017014 0.431 -0.007 -0.296
C -4.425138 -2.545439 2.581471 -0.137 0.038 0.193
C -4.227746 -0.460737 1.425395 0.141 0.252 -0.253
N -0.535343 -5.813854 3.728328 -0.270 -0.132 -0.193
H 4.183052 7.436416 -3.567188 -0.040 -0.017 0.053
F 4.111764 -2.462471 3.684234 0.062 -0.485 0.325
H -7.056179 -0.575662 3.341859 -0.093 0.225 -0.009
H -1.236148 1.620318 5.546023 0.095 0.294 -0.170
C -0.510636 4.295535 1.513972 -0.108 -0.039 0.154
H -2.550575 0.560753 5.955702 -0.138 0.040 0.130
H -1.459548 -5.575875 -6.600404 -0.072 -0.078 0.048
H -2.698921 1.557753 4.518224 0.009 0.190 -0.092
H 5.547345 6.325821 -3.757984 0.006 -0.017 -0.092
C -3.147789 -2.735738 -4.920080 0.004 0.049 -0.005
C 1.900734 -1.470657 3.685898 0.379 -0.459 -0.130
C 3.044509 0.453756 -2.247750 -0.225 0.146 0.345
H 1.634245 1.443394 -1.017189 -0.008 -0.067 0.052
H 3.331530 -0.275650 -1.492534 0.166 -0.077 -0.143
C -5.423888 -0.057152 2.018771 -0.323 -0.232 0.396
H -0.219642 -3.425940 -6.374355 0.008 -0.010 -0.018
H -0.374688 0.325222 -4.423430 -0.022 -0.013 0.026
H 1.320531 0.779139 -4.641303 0.058 -0.091 -0.013
H -0.670010 6.248857 1.821530 -0.028 0.015 -0.016
H -3.257924 1.408314 0.958760 0.343 0.107 0.064
C -5.614326 -2.134480 3.161291 0.160 -0.011 -0.091
I 2.046768 -4.672568 5.067422 -0.118 0.283 -0.181
F 2.820433 -3.699335 1.676664 -0.186 -0.397 0.065
C -1.348135 -2.713620 2.067018 -0.521 0.195 -0.529
H -0.653643 -5.477432 -5.026261 -0.078 -0.078 0.039
C -2.001220 0.981838 5.117374 -0.010 -0.518 0.250
H 3.042708 -0.021950 -3.222809 -0.081 0.008 -0.023
H 4.226624 2.809185 -4.614961 0.073 0.009 -0.088
H 3.784892 1.257470 -2.250837 0.125 -0.104 -0.071
C 0.751893 -2.400835 3.342795 -0.406 -0.493 0.004
H -3.007878 -3.234256 -3.960153 -0.061 -0.066 -0.023
C 0.683588 -3.698679 3.789051 0.535 0.182 0.370
H -2.378038 -5.110628 -5.162684 -0.018 0.023 0.009
C -1.821242 -2.526754 -5.610999 0.004 0.082 -0.009
H 5.620501 2.908661 -3.525394 0.069 0.010 -0.097
F 3.874230 -0.560518 2.708049 0.036 0.194 0.036
H 0.191314 6.741685 -0.459832 0.100 -0.024 -0.101
H -2.868178 0.101344 -0.200068 0.288 0.101 -0.008
C 4.836054 3.488245 -4.015651 -0.227 -0.128 0.279
H -4.085639 -3.539740 2.816286 0.220 -0.148 -0.079
F 1.596951 -0.200795 3.409910 0.446 0.278 0.059
H -4.427075 0.877378 -0.198120 -0.050 0.060 -0.168
C 4.458056 -2.364814 0.702334 -0.682 -0.603 -0.402
H -1.619514 0.923394 2.476059 -0.468 -0.067 -0.129
C -3.697392 -1.725327 1.718875 -0.204 0.472 0.109
O 3.056265 5.880116 -1.967336 0.012 0.001 0.016
H -0.195428 2.253382 1.051182 -0.030 -0.003 -0.008
C -1.389389 -0.182551 4.324515 -0.404 0.843 0.189
H -2.174101 -0.918945 4.195005 0.033 -0.379 -0.179
C -2.409256 -2.221270 1.097166 0.070 -0.619 0.145
O -1.407151 -1.413713 -5.890414 0.009 -0.034 -0.014
C 3.278120 -1.756590 2.931889 -0.332 0.694 -0.151
F 4.273339 -3.193071 -0.338530 0.036 -0.013 -0.052
H -0.076383 1.061156 3.233592 0.050 0.103 -0.086
H -0.577905 -0.575885 4.930321 0.066 -0.404 -0.037
C -3.623709 0.525936 0.444870 -0.497 -0.299 0.105
C -0.318372 -1.915702 2.490512 -0.410 0.100 -0.129
H 1.257119 3.254267 0.875727 0.016 0.045 -0.086
C -1.418329 -5.024569 -5.659558 0.284 0.164 -0.161
H 3.524158 3.574409 -2.349119 -0.046 -0.027 -0.016
H 4.145868 6.216497 -4.848303 0.086 -0.013 -0.025
N -0.190662 5.582528 1.237551 0.076 -0.118 -0.086
H 0.895800 -0.769806 -3.874207 0.067 0.007 -0.077
H -3.816306 -3.332310 -5.541819 -0.011 -0.063 0.071
S -1.840956 -6.339849 2.965244 0.244 0.273 0.054
H -3.601912 -1.765350 -4.747443 0.053 0.037 -0.024
O -0.337824 -0.622397 2.062108 -0.257 -0.007 0.316
C 0.582061 0.952832 -2.630071 -0.074 0.040 0.185
C 0.612954 0.278480 -3.978334 -0.066 0.110 0.072
F 4.697256 -1.164965 0.207836 0.152 0.515 0.065
H -6.140260 -2.813646 3.813138 -0.097 -0.068 0.116
N 1.739350 0.986784 -1.910426 0.087 0.099 -0.180
F 5.502648 -2.788713 1.382717 0.337 -0.018 0.319
C 3.141193 -2.410116 1.547802 0.843 0.030 0.040
H 1.522724 6.655540 0.705063 0.100 -0.023 -0.132
N -1.091394 -3.633688 -5.914119 -0.117 -0.033 0.085
O -0.427471 1.452331 -2.159954 -0.072 -0.045 -0.160
H -2.653311 -3.088557 0.481709 -0.092 -0.077 -0.092
H -5.840721 0.914431 1.797464 0.113 0.172 -0.168
C -0.389561 -4.530433 3.370323 0.471 -0.413 0.570
O -1.326292 4.024989 2.386703 0.040 -0.050 -0.026
C -6.123297 -0.873891 2.890887 0.304 -0.273 -0.108
N 4.010721 4.147152 -3.020625 0.104 0.081 -0.088
C 4.462960 6.420187 -3.824998 -0.016 0.032 0.034
C 0.176910 3.216057 0.714689 -0.013 -0.012 -0.021
H 1.171767 5.277756 -0.341820 0.018 -0.003 -0.010
C 0.726679 6.084360 0.226370 -0.249 0.162 0.324
F 2.177504 -1.501634 5.005233 0.097 -0.136 0.324
N -2.272770 -5.017333 2.173238 -0.291 0.010 -0.137
F 2.198339 -1.775660 0.848138 -0.387 0.212 -0.252
H 5.299213 4.213797 -4.674708 0.000 0.029 0.000
C 3.784864 5.477791 -2.859375 -0.078 0.014 0.032
H -1.978038 -1.494046 0.430348 0.165 0.304 0.009
C -1.391936 -4.063774 2.498794 0.344 0.202 -0.120
H -0.041122 3.315356 -0.349304 0.078 -0.042 -0.017

90
Properties=species:S:1:pos:R:3:forces:R:3 method="wB97M-V/def2-TZVPD" lumo_ev=-10.5160 de_lowest_kcal_mol=30.04 charge=+3 orbital_gap_ha=0.216 homo_ev=-16.4
H 3.128742 -4.581789 1.816044 -0.017 0.051 -0.107
C 2.731642 -4.963189 -0.900056 -0.089 -0.767 -0.519
C 3.266342 0.729711 -0.952156 0.323 0.281 -0.618
H 2.978542 1.091311 -3.070056 -0.183 0.042 0.123
H -0.054158 -3.171089 -3.235956 0.088 -0.131 0.044
C -0.179558 1.787211 1.561744 -0.099 0.466 -0.089
C 0.138542 -2.170089 -3.615056 -0.061 -0.027 0.245
C 2.281942 3.184611 1.421544 -0.354 -0.144 0.003
C 0.380442 1.114811 -3.156456 -1.030 0.253 -1.364
C -0.604958 0.193511 -3.574956 0.165 0.103 0.316
H 2.160542 3.692811 -4.259156 0.112 -0.097 0.037
C -4.170058 -1.961489 1.155044 -0.674 0.001 -0.020
C 2.493842 0.910911 -2.108956 0.990 -0.089 0.311
N -1.887558 -3.561089 2.637244 0.393 0.414 -0.575
H -5.677958 -1.279989 2.539644 -0.196 0.004 -0.028
H 4.232242 3.701411 2.146044 0.061 -0.021 0.054
C -4.670558 -1.680389 2.568544 0.267 0.582 0.674
C 0.590542 2.299111 -3.898256 0.001 -0.338 0.316
H 2.502842 2.605611 3.472244 0.112 -0.058 0.105
H 3.743242 -5.203589 -1.228656 -0.014 0.093 0.050
C 3.537642 -3.815989 1.152944 0.498 -0.101 0.695
C -1.752258 -2.429389 1.748344 1.598 0.568 -0.772
N 2.605242 0.412711 0.247044 0.181 0.177 0.614
C -0.134058 2.483011 -5.072156 -0.016 -0.184 0.021
H -0.495758 -1.105189 -1.839356 -0.343 -0.202 -0.338
C 3.553042 0.206911 1.171544 0.326 -0.079 0.296
C -1.106258 1.591011 -5.477356 0.110 -0.117 0.117
H -1.799858 -1.484389 -3.011956 -0.013 0.098 0.312
H -1.214458 1.483911 1.724844 0.284 -0.212 -0.155
H -0.515458 2.598611 -0.438756 0.176 -0.182 0.130
H 3.514542 -2.855289 1.665744 -0.032 -0.027 -0.092
H 1.189942 -1.918789 -3.467956 0.055 -0.040 -0.044
H -4.637258 -1.268789 0.457844 0.073 -0.087 -0.010
H -0.058058 -2.179189 -4.685856 -0.016 0.036 -0.003
O -2.400658 -1.136789 3.786344 -0.239 -0.021 0.915
H 5.751742 0.346311 1.163244 0.200 -0.032 0.120
H -4.425758 -2.983589 0.859644 0.029 0.197 0.093
C -2.133858 -0.796689 0.345944 -0.299 0.164 -0.294
C 1.891042 2.515411 2.586944 -0.028 0.177 -0.272
H -5.405358 -0.688289 6.584044 -0.026 0.014 0.004
H 1.680242 3.714811 -0.554856 0.000 -0.168 -0.115
C 0.219442 2.412011 0.354344 -0.313 0.479 0.309
H 2.344042 -5.798289 -0.315556 -0.016 0.072 0.002
C -0.565358 -1.829289 1.438744 -0.465 -0.995 0.827
S -3.603658 -0.433689 3.395244 0.062 -0.041 -0.566
H 0.360842 1.408711 3.602544 0.018 -0.052 -0.018
H 2.052742 3.193611 -2.572656 0.034 0.088 -0.107
C -4.547658 0.150311 4.815544 0.165 -0.355 -0.560
H -0.032158 4.907211 -4.040656 -0.013 0.032 0.007
H 2.105542 -4.814289 -1.775256 -0.037 0.048 0.011
N -0.809158 -0.811289 0.557244 -0.706 -0.358 0.139
H 3.305442 -0.089589 2.180344 -0.043 0.047 0.001
C -1.347358 0.458911 -4.714356 0.070 0.124 0.114
H -5.384558 0.711511 4.406044 -0.029 0.120 -0.056
O -3.330958 0.616511 2.422844 -0.634 0.357 0.294
H -3.890558 0.821711 5.364044 0.188 0.078 -0.129
N 1.177142 0.806411 -2.030656 -0.106 -0.054 0.368
H -4.120258 -1.670289 5.886644 -0.011 -0.021 0.069
C 3.519542 4.013311 1.388044 0.120 0.179 0.033
N 1.524342 -1.719589 -0.577156 0.332 -0.839 0.094
C 1.435242 3.114611 0.313444 -0.059 0.148 0.114
C 1.462042 3.440711 -3.459156 -0.091 0.254 0.006
H 5.421742 0.949811 -1.431056 0.098 0.075 -0.148
H 0.407442 -2.057489 1.843044 -0.126 -0.062 -0.027
H 1.223642 5.543911 -2.995456 0.030 0.111 0.082
H 0.079742 3.351711 -5.674856 -0.048 0.156 -0.039
C -4.975758 -1.039489 5.648544 0.003 -0.184 0.214
O -2.987258 -3.988289 2.843944 -0.687 -0.408 0.122
H -0.060558 4.529611 -2.325356 -0.075 -0.030 0.077
H 4.007742 3.994911 0.416744 -0.001 -0.046 -0.087
C 0.595042 4.678111 -3.182656 0.245 -0.005 0.064
H -5.728358 -1.639389 5.142644 -0.070 -0.023 0.021
C 0.684942 1.832111 2.659544 -0.077 -0.184 -0.069
H -1.668158 1.761811 -6.382356 -0.033 0.048 -0.079
C 4.823942 0.418411 0.631444 -0.359 -0.030 -0.006
H 3.260542 5.053011 1.593944 0.023 0.071 0.031
H 4.573042 -4.066889 0.919344 -0.059 0.028 -0.047
H -2.080058 0.795811 -1.066056 -0.156 -0.109 0.025
N 2.756342 -3.765689 -0.077256 0.197 -0.145 0.149
H -3.531558 -0.221089 -1.184056 0.092 -0.024 -0.081
N -2.734858 -1.777089 1.038544 0.785 0.035 -0.346
C 2.112742 -2.712389 -0.362356 -0.710 1.003 -0.363
C 4.652342 0.738711 -0.711456 -0.543 -0.068 -0.067
H -4.627758 -2.568289 3.193344 -0.127 0.097 -0.001
C -0.765158 -1.149789 -2.913956 0.394 0.049 -0.335
C -2.813458 0.217511 -0.492356 -0.141 0.114 0.130
H -3.359458 0.885611 0.183144 0.068 0.035 -0.167
O -0.840458 -3.981489 3.051844 0.377 -0.290 0.385
Ti 0.773542 0.143211 -0.246256 0.208 0.011 -0.518
H -2.103658 -0.244789 -5.024856 -0.087 -0.135 -0.051

97
Properties=species:S:1:pos:R:3:forces:R:3 method="wB97M-V/def2-TZVPD" lumo_ev="-3.4665 / -3.5802" de_lowest_kcal_mol=81.31 charge=+1 orbital_gap_ha="0.129 / 0.109" homo_ev="-7.0 / -6.6"
H -0.249756 5.586317 4.617563 0.044 -0.047 -0.077
H 3.425886 1.069686 8.225648 0.015 0.200 -0.010
H 3.769838 2.540452 10.047115 -0.070 0.169 -0.079
C 2.514092 -4.776754 -0.435906 0.071 0.092 -0.088
C 1.432618 2.126129 6.343816 -1.044 0.908 -0.140
B 2.874396 -1.778555 -1.183722 -0.640 0.392 0.086
C -2.304125 1.383319 1.052246 0.601 -1.357 -0.383
C -1.215730 5.557088 5.099911 0.071 -0.036 0.028
O 0.550049 0.943566 1.513837 -1.105 0.848 4.588
C -1.726429 1.519798 -1.574087 -1.213 -2.736 -0.775
H 0.772112 2.113947 -4.708675 0.056 0.048 -0.057
C 0.157886 -2.430515 1.120533 0.085 -0.216 0.082
H 4.228467 2.713898 1.915366 -0.027 0.070 -0.034
H 5.999275 -1.447043 -1.794232 0.049 -0.062 -0.087
H 2.700393 -3.442604 -3.770925 0.005 -0.082 -0.018
H -1.758544 -1.609414 1.530819 -0.019 0.058 0.104
H 0.620708 2.532456 -2.985023 -0.075 0.029 -0.110
O -1.855549 0.272097 0.646769 -0.580 0.647 3.196
H 4.868788 3.349159 8.918519 -0.156 0.090 0.062
H -1.258891 -2.935894 2.601110 0.088 0.012 0.054
H -1.273926 6.123910 6.018400 -0.057 -0.047 0.055
C 0.274319 2.801468 5.906154 0.991 -0.399 0.564
H 6.135074 0.491692 1.343333 0.192 0.073 0.078
C 1.658801 -3.668026 0.062873 -0.253 0.193 0.166
H 5.804449 -2.669072 -0.536724 0.033 -0.056 -0.041
H -0.654687 1.608389 -3.815509 -0.010 0.041 0.079
H 1.481614 -0.333577 -5.415750 -0.007 0.078 -0.240
H 2.438069 -4.876683 -1.516424 0.048 -0.033 -0.090
C 3.357875 2.122949 7.919821 0.273 -0.161 -0.133
C 5.999883 -1.613481 -0.718813 -0.144 -0.065 -0.075
C 2.309369 -1.343609 -3.648595 -0.242 0.346 -0.013
H 3.926255 1.521731 3.171322 -0.006 0.029 0.121
C -0.921971 -2.048441 2.067304 -0.162 0.111 -0.224
H -0.560969 -1.313298 2.786243 -0.069 0.069 0.109
C 3.836384 3.033912 9.075156 0.439 -0.590 -0.054
C -0.297278 2.544717 4.669069 -0.363 -0.060 -0.641
H -3.568350 1.885819 -2.281492 0.205 -0.035 0.084
O -3.240779 2.043408 0.623426 -0.686 0.614 0.415
H 6.983899 -1.365762 -0.327519 0.020 -0.021 -0.024
N 2.008900 2.536150 7.577380 -0.121 -0.415 -0.309
N 1.771780 -2.379509 -0.313514 0.197 -0.776 0.058
C -2.100989 2.749949 3.125658 0.692 0.198 0.769
N 1.476208 0.094840 -2.175055 0.203 0.044 -0.090
H 2.584484 2.076151 2.139144 0.149 0.105 0.101
H 1.306780 1.662750 9.373169 -0.003 0.042 -0.092
C -2.424574 5.488043 4.223121 -0.020 0.039 -0.007
H -0.161205 3.549047 6.547720 -0.051 0.132 0.021
N 2.934374 4.211998 9.077924 0.167 0.435 -0.064
C 5.196273 0.211404 0.909945 -0.299 -0.114 -0.099
H -0.611375 2.950137 -0.877368 0.366 -0.186 -0.231
C 3.933641 0.731282 1.202173 0.201 -0.149 -0.094
C 0.324049 1.624503 3.785668 0.685 -0.182 0.447
H -2.675583 3.284129 -1.903838 -0.046 -0.182 0.036
H 1.818501 3.080131 0.184236 -0.209 -0.110 -0.193
C 1.955002 1.153867 5.502175 0.413 -0.660 -0.731
C 0.631285 -3.738242 0.978834 0.166 0.281 -0.202
H 3.593671 -2.616443 -1.589834 0.218 -0.246 -0.136
C 1.438848 0.904054 4.247825 -0.179 0.417 0.390
H -3.318577 6.005943 4.525691 -0.114 -0.007 0.103
H 1.885375 0.149401 3.618260 0.099 -0.054 -0.064
C 1.617047 -0.381336 -4.355496 0.064 -0.048 0.498
H -2.261773 5.475979 3.157404 0.033 -0.049 -0.104
F 3.049107 0.431159 5.879437 -0.382 0.205 0.021
C 1.128919 0.510927 -3.400502 -0.031 0.119 -0.401
N 1.871758 2.297529 -0.464423 0.612 0.514 0.118
Ti 0.940522 0.648053 -0.171998 -1.064 0.223 -4.028
N -1.447863 3.187014 4.256612 -0.009 -0.550 -0.434
C -0.170432 1.461013 2.451908 -1.191 0.312 -0.445
H 2.804135 2.307146 -0.875563 -0.277 -0.117 0.106
S -1.971860 -0.188329 -1.601224 0.622 0.491 -2.237
C 1.172164 2.566424 8.762495 -0.113 0.015 0.152
C -1.515222 1.912450 2.240051 0.939 -0.532 -0.733
C 3.056202 -2.506529 -4.196694 0.060 -0.032 0.164
H 2.804749 4.446974 8.078745 0.051 0.209 0.355
N -2.657716 2.305859 -2.163363 0.026 0.904 -0.255
H 3.315678 5.004041 9.601969 -0.070 -0.125 -0.173
H 2.925963 -2.537087 -5.275274 -0.017 -0.026 -0.019
H 2.191127 -5.709526 0.017428 -0.009 -0.049 0.024
C 0.418982 1.773812 -3.737858 0.036 0.033 0.132
H 1.634609 3.615508 10.637835 0.122 0.109 -0.090
H 3.993473 2.260341 7.043022 -0.022 -0.030 0.151
C 1.587377 3.820778 9.567770 -0.723 -0.234 0.146
N 3.014158 0.102349 0.466709 -0.004 0.173 0.002
H 0.902225 4.651674 9.394069 0.152 0.016 0.005
C 3.643255 1.829604 2.165875 -0.193 -0.030 -0.167
H 0.121315 2.618321 8.481362 0.123 0.032 0.119
C 4.982933 -0.756293 -0.054496 -0.080 0.196 0.184
N 0.850241 -1.611511 0.320174 0.027 0.385 -0.049
H -2.606585 3.975114 5.849259 0.040 0.090 -0.081
H 0.270204 -4.614215 1.477966 -0.099 -0.161 0.111
H 3.559141 -4.609968 -0.182003 0.096 -0.048 -0.026
N 2.218355 -1.026124 -2.344272 0.470 -0.738 -0.499
C -2.003187 4.276267 4.995349 -0.321 0.321 0.489
H -3.104418 3.108721 2.959612 -0.027 0.191 -0.130
N 3.659081 -0.792497 -0.302078 0.772 -0.325 0.064
N -0.651229 1.935335 -0.989725 1.429 0.889 0.936
H 4.119987 -2.420780 -3.981310 0.083 -0.062 0.001